(1)
{
  "formula": "C20H26IN7OS2SiTl",
  "method": "the ωB97M-V functional and the def2-TZVPD basis",
  "elements": ["Tl", "C", "C", "C", "C", "C", "C", "N", "N", "Si", "C", "C", "C", "H", "H", "H", "H", "H", "H", "H", "H", "H", "H", "H", "H", "H", "H", "H", "C", "C", "N", "C", "C", "S", "C", "C", "S", "C", "N", "C", "H", "H", "H", "H", "H", "H", "H", "H", "O", "N", "I", "C", "C", "N", "N", "C", "H", "H", "H"],
  "coordinates": [[0.130, -0.323, -0.179], [3.732, 0.279, 1.707], [2.644, 0.958, 2.464], [2.955, 1.752, 3.627], [1.955, 2.423, 4.303], [0.654, 2.288, 3.869], [0.373, 1.446, 2.735], [1.413, 0.827, 2.056], [-0.832, 1.182, 2.347], [-2.452, 1.494, 2.897], [-3.440, 1.580, 1.283], [-2.783, 2.869, 4.115], [-2.889, -0.224, 3.639], [4.457, 1.017, 1.353], [3.326, -0.267, 0.860], [4.283, -0.403, 2.360], [3.984, 1.815, 3.961], [2.189, 3.040, 5.162], [-0.166, 2.788, 4.371], [-3.295, 2.544, 0.791], [-4.501, 1.481, 1.515], [-3.156, 0.768, 0.609], [-2.338, 3.817, 3.803], [-2.419, 2.631, 5.117], [-3.860, 3.025, 4.192], [-2.977, -0.971, 2.852], [-3.851, -0.093, 4.136], [-2.140, -0.528, 4.370], [0.507, -2.189, 3.225], [-0.274, -2.966, 2.227], [-0.465, -2.632, 0.979], [-1.198, -3.576, 0.287], [-1.579, -4.636, 1.059], [-1.013, -4.475, 2.650], [-1.479, -3.428, -1.130], [-2.141, -4.338, -1.909], [-2.227, -3.813, -3.510], [-1.337, -2.384, -3.088], [-1.046, -2.318, -1.808], [-0.940, -1.435, -4.149], [0.871, -1.267, 2.776], [1.359, -2.773, 3.575], [-0.099, -1.959, 4.103], [-2.147, -5.501, 0.755], [-2.554, -5.288, -1.612], [-1.508, -1.582, -5.065], [0.126, -1.503, -4.379], [-1.095, -0.414, -3.804], [-1.564, 1.973, -1.976], [-0.721, 1.327, -2.174], [5.666, -1.732, -3.899], [4.116, -0.642, -3.043], [3.824, 0.692, -3.237], [2.740, 0.963, -2.485], [2.306, -0.116, -1.809], [3.138, -1.097, -2.143], [4.313, 1.432, -3.848], [2.283, 1.851, -2.392], [3.020, -2.092, -1.743]],
  "charge": 3,
  "largest_force_ha_per_bohr": 0.0452,
  "homo_ev": -15.39
}

(2)
{
  "formula": "C19H41MnN6S2Si4",
  "method": "the ωB97M-V functional and the def2-TZVPD basis",
  "elements": ["Mn", "C", "N", "C", "C", "N", "C", "S", "C", "C", "C", "C", "C", "N", "H", "H", "H", "H", "H", "H", "H", "H", "H", "N", "N", "C", "N", "S", "H", "H", "H", "H", "H", "C", "Si", "C", "C", "Si", "Si", "C", "C", "C", "Si", "C", "C", "C", "H", "H", "H", "H", "H", "H", "H", "H", "H", "H", "H", "H", "H", "H", "H", "H", "H", "H", "H", "H", "H", "H", "H", "H", "H", "H", "H"],
  "coordinates": [[-0.455, -0.238, -1.551], [4.697, 0.200, -2.239], [3.702, 1.270, -2.146], [3.999, 2.609, -2.014], [2.830, 3.278, -1.968], [1.809, 2.330, -2.078], [2.379, 1.104, -2.171], [1.644, -0.451, -2.238], [0.455, 2.684, -2.311], [0.223, 3.947, -2.850], [-1.072, 4.375, -3.044], [-2.111, 3.532, -2.678], [-1.790, 2.295, -2.174], [-0.532, 1.822, -1.990], [5.674, 0.645, -2.084], [4.647, -0.257, -3.226], [4.500, -0.545, -1.470], [5.012, 2.960, -1.954], [2.636, 4.320, -1.803], [1.048, 4.577, -3.139], [-1.264, 5.349, -3.474], [-3.146, 3.820, -2.791], [-2.589, 1.642, -1.871], [-2.443, -0.614, -2.352], [-2.804, -1.972, -2.493], [-1.868, -2.916, -2.307], [-2.159, -4.171, -2.583], [-0.334, -2.491, -1.683], [-3.208, -0.144, -1.866], [-2.381, -0.203, -3.291], [-3.687, -2.170, -2.950], [-3.043, -4.460, -2.978], [-1.460, -4.888, -2.444], [-3.323, -2.033, 1.004], [-1.662, -2.363, 1.824], [-1.786, -2.087, 3.656], [-1.011, -4.065, 1.423], [-0.343, -0.541, 0.821], [-0.874, 1.646, 1.800], [-0.721, 1.376, 3.630], [0.400, 2.860, 1.159], [-2.639, 1.975, 1.247], [1.889, -1.261, 1.707], [2.381, -2.754, 0.705], [2.930, 0.252, 1.340], [1.787, -1.637, 3.520], [-4.048, -2.776, 1.343], [-3.254, -2.111, -0.079], [-3.715, -1.051, 1.264], [-2.386, -2.927, 4.019], [-2.321, -1.178, 3.914], [-0.844, -2.103, 4.193], [-1.862, -4.734, 1.276], [-0.433, -4.459, 2.258], [-0.390, -4.109, 0.534], [0.264, 1.025, 3.923], [-1.476, 0.711, 4.036], [-0.864, 2.353, 4.102], [1.229, 2.937, 1.863], [-0.020, 3.861, 1.052], [0.802, 2.546, 0.204], [-3.338, 1.445, 1.895], [-2.812, 1.650, 0.225], [-2.893, 3.035, 1.310], [2.206, -2.630, -0.362], [1.862, -3.648, 1.045], [3.452, -2.928, 0.837], [2.695, 0.696, 0.377], [3.982, -0.040, 1.339], [2.800, 1.012, 2.108], [1.318, -2.599, 3.712], [1.291, -0.879, 4.117], [2.821, -1.704, 3.872]],
  "charge": 3,
  "s2": 0.8597,
  "largest_force_ha_per_bohr": 0.0277,
  "homo_ev": [-16.07, -16.15],
  "spin_multiplicity": 2
}

(3)
{
  "formula": "C33H27AsN3O14RuS",
  "method": "the ωB97M-V functional and the def2-TZVPD basis",
  "elements": ["Ru", "O", "C", "C", "O", "C", "C", "O", "C", "O", "O", "O", "As", "O", "O", "C", "C", "C", "C", "C", "C", "S", "O", "O", "O", "H", "H", "H", "H", "H", "C", "O", "C", "C", "C", "C", "C", "C", "N", "C", "N", "C", "C", "C", "C", "C", "C", "O", "C", "N", "C", "C", "C", "C", "C", "C", "O", "C", "H", "H", "H", "H", "H", "H", "H", "H", "H", "H", "H", "H", "H", "H", "H", "H", "H", "H", "H", "H", "H", "H"],
  "coordinates": [[-0.570, 1.719, -0.289], [-5.640, 4.976, 1.983], [-4.740, 4.291, 1.480], [-3.439, 3.917, 2.210], [-3.223, 4.160, 3.394], [-2.631, 3.185, 1.260], [-3.405, 2.943, 0.063], [-3.036, 2.182, -0.847], [-4.707, 3.688, 0.158], [-5.585, 3.749, -0.720], [-1.459, 2.693, 1.427], [1.268, 5.933, -0.629], [1.611, 4.163, -1.053], [2.162, 4.307, -2.564], [0.072, 3.663, -0.713], [3.108, 3.959, 0.200], [3.896, 5.062, 0.493], [5.037, 4.908, 1.262], [5.411, 3.653, 1.719], [4.631, 2.551, 1.407], [3.485, 2.722, 0.657], [2.398, 1.373, 0.227], [3.208, 0.171, 0.339], [1.318, 1.434, 1.212], [1.956, 1.670, -1.134], [0.414, 5.875, -0.193], [3.597, 6.024, 0.098], [5.650, 5.767, 1.496], [6.313, 3.535, 2.307], [4.902, 1.550, 1.707], [-1.671, -5.356, 2.894], [-1.662, -4.451, 1.828], [-0.921, -4.762, 0.703], [-0.325, -5.984, 0.467], [0.425, -6.181, -0.697], [0.597, -5.136, -1.582], [0.007, -3.905, -1.352], [-0.793, -3.708, -0.223], [-1.485, -2.540, 0.071], [-1.259, -1.283, -0.480], [-1.363, -1.221, -1.818], [-1.095, -0.151, -2.674], [-0.695, 1.116, -2.239], [-0.433, 2.059, -3.230], [-0.547, 1.771, -4.578], [-0.948, 0.511, -4.995], [-1.220, -0.449, -4.040], [-1.631, -1.749, -4.387], [-0.715, -2.440, -5.199], [-1.120, -0.232, 0.276], [-0.861, -0.412, 1.647], [-1.683, 0.164, 2.609], [-1.354, 0.089, 3.953], [-0.218, -0.594, 4.343], [0.580, -1.231, 3.402], [0.276, -1.149, 2.053], [0.968, -1.768, 1.055], [2.192, -2.384, 1.356], [-2.159, -4.836, 3.719], [-0.658, -5.640, 3.200], [-2.243, -6.261, 2.649], [-0.425, -6.796, 1.171], [0.875, -7.146, -0.883], [1.202, -5.276, -2.467], [0.203, -3.085, -2.022], [-1.758, -2.506, 1.048], [-1.673, -2.055, -2.302], [-0.105, 3.053, -2.949], [-0.316, 2.531, -5.310], [-1.048, 0.279, -6.047], [-0.600, -1.969, -6.181], [-1.114, -3.447, -5.331], [0.273, -2.501, -4.725], [-2.575, 0.682, 2.292], [-1.972, 0.588, 4.683], [0.049, -0.651, 5.390], [1.457, -1.769, 3.730], [2.627, -2.642, 0.393], [2.039, -3.299, 1.947], [2.871, -1.702, 1.872]],
  "charge": -2,
  "s2": 0.8632,
  "largest_force_ha_per_bohr": 0.0590,
  "homo_ev": [-1.62, -1.59],
  "spin_multiplicity": 2
}

(4)
{
  "formula": "C2H4NO3",
  "method": "the ωB97M-V functional and the def2-TZVPD basis",
  "elements": ["C", "N", "O", "H", "H", "H", "O", "C", "O", "H"],
  "coordinates": [[1.310, 0.444, 0.689], [1.323, -0.713, -0.077], [2.311, 1.024, 1.041], [0.281, 0.748, 0.936], [0.371, -1.080, -0.240], [1.818, -0.587, -0.953], [-1.470, -1.301, -0.238], [-1.759, -0.260, -0.876], [-1.808, 0.911, -0.436], [-1.977, -0.299, -1.974]],
  "charge": -1,
  "largest_force_ha_per_bohr": 0.0239,
  "homo_ev": -4.65
}

(5)
{
  "formula": "C4H3NO2",
  "method": "the ωB97M-V functional and the def2-TZVPD basis",
  "elements": ["C", "C", "N", "C", "C", "O", "O", "H", "H", "H"],
  "coordinates": [[-0.472, -0.369, 1.334], [0.022, 0.230, 0.060], [-0.019, 1.514, -0.223], [0.650, 1.682, -1.402], [0.339, -0.634, -1.055], [0.562, 0.834, -2.288], [0.696, -1.681, -1.405], [-1.044, -1.280, 1.142], [0.368, -0.643, 1.979], [-1.103, 0.348, 1.857]],
  "charge": 0,
  "largest_force_ha_per_bohr": 0.0121,
  "homo_ev": [-9.06, -8.42]
}

(6)
{
  "formula": "C4H10Cl2NP",
  "method": "the ωB97M-V functional and the def2-TZVPD basis",
  "elements": ["C", "C", "C", "C", "N", "P", "Cl", "Cl", "H", "H", "H", "H", "H", "H", "H", "H", "H", "H"],
  "coordinates": [[0.003, -0.486, -1.118], [2.180, 0.181, -0.353], [0.362, -0.496, 1.469], [0.614, 0.221, 0.103], [0.085, 1.536, -0.092], [-4.393, 0.396, 0.368], [-2.755, 1.310, -0.407], [-4.032, -1.523, -0.337], [0.451, -1.473, -1.259], [-1.077, -0.481, -0.961], [0.289, 0.149, -2.029], [2.381, 0.733, -1.288], [2.250, -0.862, -0.587], [2.739, 0.553, 0.436], [-0.639, -0.969, 1.375], [1.241, -1.174, 1.658], [0.460, 0.383, 2.199], [-0.158, 2.001, 0.821]],
  "charge": 0,
  "largest_force_ha_per_bohr": 0.0500,
  "homo_ev": [-6.85, -6.25]
}

- Number 1 is which compound?
  C20H26IN7OS2SiTl